The following is a quantum chemistry calculation of a single C3H4N2O3 molecule, from OMol25.

Bonds (Å) are listed after each position.
CARTESIAN COORDINATES (ANGSTROEM)
1 H 2.5867 1.2055 0.0169  O5 1.110
2 H -0.5546 -0.5333 1.3470  C4 1.235
3 C -1.8341 0.4187 -0.3551  H6 1.150, N7 1.269, O12 1.356
4 C -0.3974 -1.0149 0.2212  H2 1.235, H8 1.148, C11 1.415, O12 1.368
5 O 2.9359 0.1881 -0.2555  H1 1.110, N9 1.289
6 H -2.9208 0.7572 -0.1934  C3 1.150
7 N -1.1322 1.4010 0.0351  C3 1.269, O10 1.648
8 H -0.1775 -2.1344 0.0938  C4 1.148
9 N 1.9285 -0.6160 -0.2335  O5 1.289, C11 1.392
10 O 0.5018 1.3409 -0.1662  N7 1.648, C11 1.455
11 C 0.6470 -0.1024 -0.0571  C4 1.415, N9 1.392, O10 1.455
12 O -1.5834 -0.9105 -0.4531  C3 1.356, C4 1.368

Results
* E_LUMO: -0.1 eV
* SMILES: O/N=C1/COC=NO1
* electronic energy: -12291.2301 eV
* HOMO energy: -8.9 eV

These are the natural (NBO) partial charges, in e, on atoms 1 to 5: atom 1 (H): 0.4489, atom 2 (H): 0.1905, atom 3 (C): 0.3137, atom 4 (C): -0.1633, atom 5 (O): -0.4830